The following is a DFT calculation (the ωB97M-V functional and the def2-TZVPD basis) of a cluster of 13 separate species, C20H49O21 in total in a non-equilibrium geometry.

XYZ file:
```
90
Properties=species:S:1:pos:R:3:lowdin_charge:R:1
C -13.3811 14.0270 0.0258 -0.074
C -13.4937 15.5077 -0.3838 -0.432
O -12.5640 15.9481 -1.3013 -0.352
H -14.0192 13.8262 0.8954 0.059
H -12.3288 13.8265 0.2392 0.063
H -13.7060 13.3288 -0.7522 0.035
H -13.4146 16.0520 0.5735 0.090
H -14.5570 15.6155 -0.6650 0.081
C -14.2198 10.4389 -0.7552 -0.148
C -15.5186 10.3975 -1.5563 -0.108
O -15.3823 9.1694 -2.2526 0.060
C -14.4134 8.4101 -1.7032 -0.575
O -14.0918 7.3238 -2.0503 0.160
O -13.7786 9.0996 -0.7294 0.083
H -14.2777 10.8702 0.2414 0.111
H -13.5074 11.0614 -1.3066 0.087
H -15.6358 11.2225 -2.2468 0.083
H -16.3752 10.3266 -0.8757 0.127
C -16.3416 12.3876 1.8244 -0.115
C -16.3122 13.7496 2.5323 -0.098
O -15.1714 13.6121 3.3733 0.038
C -14.6337 12.3848 3.3006 -0.584
O -13.6897 12.0315 3.9224 0.182
O -15.2186 11.6770 2.3290 0.055
H -16.3574 12.3753 0.7348 0.116
H -17.2052 11.8000 2.1483 0.129
H -17.2360 13.7594 3.1121 0.125
H -16.3320 14.5992 1.8547 0.133
C -11.2128 11.1567 1.5920 -0.146
C -10.3838 11.5077 2.7839 -0.128
O -10.1669 10.2767 3.4740 0.071
C -11.0145 9.3584 2.9413 -0.544
O -11.2664 8.2956 3.4015 0.158
O -11.7923 9.9187 1.9556 0.056
H -10.5746 11.1125 0.7021 0.135
H -11.9741 11.9098 1.3912 0.109
H -10.9469 12.1578 3.4553 0.119
H -9.4754 11.9941 2.4326 0.136
C -13.7633 16.2249 4.5129 -0.124
C -12.9317 15.8342 5.7266 -0.079
O -11.7577 15.2780 5.0962 0.075
C -11.8303 15.4194 3.7602 -0.559
O -10.9937 15.0851 2.9730 0.140
O -12.9640 15.9817 3.3671 0.088
H -14.0606 17.2749 4.5465 0.130
H -14.6798 15.6501 4.4017 0.108
H -13.4267 14.9919 6.2069 0.132
H -12.7063 16.6867 6.3595 0.128
O -13.1702 16.4282 -4.0014 -0.099
H -14.0663 16.7738 -4.0356 0.003
H -12.9808 16.3202 -3.0349 -0.010
O -12.5788 19.0148 -0.9366 -0.074
H -12.5949 19.0870 -1.8946 0.021
H -12.8852 18.1077 -0.7684 0.004
O -10.3109 16.4413 0.7069 -0.079
H -10.5646 16.0059 1.5464 -0.019
H -11.1316 16.4603 0.1834 -0.008
O -10.1982 17.4112 -1.9580 -0.083
H -10.2760 17.6138 -2.8956 0.026
H -10.9077 16.7558 -1.7897 -0.015
O -10.7633 13.8173 -1.9370 -0.080
H -11.3889 14.5123 -1.6417 -0.011
H -10.1146 13.7411 -1.2306 0.026
C -16.7635 19.9056 -1.3675 -0.094
C -16.8722 18.3979 -1.5607 -0.313
O -16.5519 17.7604 -0.3309 -0.089
H -16.8950 20.5397 -2.2462 0.073
H -15.7735 20.1704 -0.9884 0.077
H -17.4832 20.2613 -0.6217 0.071
H -16.1281 18.1258 -2.3165 0.104
H -17.8093 18.0318 -1.9879 0.103
H -16.5809 18.4277 0.3577 0.067
C -14.2128 11.7350 -4.6568 -0.074
C -13.2527 12.0117 -3.4938 -0.259
O -12.8603 10.7332 -2.9855 -0.104
H -13.7990 10.9554 -5.3027 0.080
H -14.4570 12.5989 -5.2721 0.084
H -15.0905 11.2363 -4.2371 0.062
H -13.8690 12.4933 -2.7240 0.054
H -12.3274 12.5491 -3.6917 0.120
H -11.9199 10.7318 -2.8020 0.104
C -15.8119 13.7684 -2.6646 -0.093
C -17.3022 14.0573 -2.5785 -0.271
O -17.7190 14.4179 -3.9129 -0.090
H -15.5524 13.0334 -3.4274 0.033
H -15.4193 13.3281 -1.7406 0.048
H -15.2014 14.6570 -2.8320 0.085
H -17.5320 14.8704 -1.8909 0.106
H -17.7390 13.0688 -2.3959 0.108
H -18.6552 14.2022 -3.9647 0.071
```

Its total charge is -1. For the relative energy (zero: lowest compared OMol25 entry of this formula, charge and spin), the calculation gives 0.0 kJ/mol. As for the total energy: -64532.48888 eV. The value obtained for the frontier orbital gap is 7.31 eV.